# 1
Computed, not measured: a molecular structure, C38H35N5O5S2Zr, with ωB97M-V/def2-TZVPD.

Last column: Löwdin charge in e.
Atoms and positions in Å:
Zr1 0.50 0.68 -0.49  1.725
C1 -2.96 -2.47 -0.14  -0.012
C2 -1.66 -1.83 -0.50  -0.230
N1 -1.18 -0.84 0.16  -0.090
N2 -1.90 -0.38 1.28  -0.040
C3 -1.11 0.10 2.18  -1.074
S1 0.63 0.02 2.11  0.621
S2 -1.92 0.80 3.60  0.888
C4 -2.89 -0.65 4.15  -0.418
C5 -2.04 -1.81 4.58  -0.296
C6 -1.34 -1.78 5.78  -0.052
C7 -0.53 -2.84 6.16  -0.083
C8 -0.39 -3.95 5.33  -0.094
C9 -1.08 -3.99 4.13  -0.079
C10 -1.90 -2.93 3.76  -0.046
C11 -0.90 -2.36 -1.65  -0.103
C12 -1.50 -3.29 -2.51  -0.033
C13 -0.81 -3.87 -3.56  -0.085
C14 0.53 -3.56 -3.74  -0.074
C15 1.16 -2.65 -2.90  -0.016
C16 0.45 -2.03 -1.87  -0.324
O1 1.07 -1.12 -1.11  -0.285
H1 -3.39 -2.01 0.74  0.060
H2 -2.83 -3.55 0.01  0.096
H3 -3.67 -2.34 -0.97  0.089
H4 -3.57 -0.93 3.34  0.070
H5 -3.48 -0.27 4.98  0.077
H6 -1.43 -0.91 6.42  0.113
H7 0.01 -2.79 7.10  0.101
H8 0.25 -4.77 5.62  0.099
H9 -0.98 -4.85 3.48  0.101
H10 -2.44 -2.97 2.82  0.095
H11 -2.54 -3.54 -2.36  0.104
H12 -1.30 -4.58 -4.21  0.100
H13 1.10 -4.01 -4.55  0.105
H14 2.20 -2.38 -3.04  0.116
O2 -2.95 3.26 1.11  0.054
C17 -3.88 2.50 0.49  -0.262
C18 -5.19 2.61 0.96  -0.010
C19 -6.20 1.89 0.36  -0.081
C20 -5.93 1.04 -0.71  -0.093
C21 -4.64 0.93 -1.18  -0.038
C22 -3.59 1.65 -0.59  -0.091
C23 -2.21 1.49 -1.07  -0.407
O3 -1.20 1.93 -0.33  -0.231
N3 -2.02 0.87 -2.20  0.112
N4 -0.64 0.77 -2.39  -0.110
C24 -0.19 0.50 -3.56  -0.038
C25 1.22 0.73 -3.87  -0.144
C26 1.70 0.37 -5.14  -0.044
C27 2.94 0.78 -5.57  -0.091
C28 3.69 1.63 -4.75  -0.076
C29 3.23 2.01 -3.51  -0.021
C30 2.01 1.53 -3.02  -0.330
O4 1.62 1.84 -1.79  -0.252
H15 -2.07 2.97 0.80  0.074
H16 -5.38 3.27 1.79  0.119
H17 -7.21 1.98 0.74  0.102
H18 -6.73 0.47 -1.18  0.097
H19 -4.40 0.28 -2.01  0.106
H20 -0.88 0.22 -4.35  0.143
H21 1.07 -0.25 -5.78  0.116
H22 3.31 0.49 -6.54  0.099
H23 4.65 2.00 -5.09  0.104
H24 3.82 2.66 -2.86  0.119
O5 1.29 2.67 0.58  -0.218
C31 1.57 3.30 1.84  -0.228
C32 3.05 3.24 2.17  -0.158
C33 3.60 1.80 2.25  -0.143
C34 4.14 1.24 0.96  -0.262
C35 5.48 1.49 0.66  -0.025
C36 6.05 0.95 -0.48  -0.059
C37 5.27 0.15 -1.29  -0.060
C38 3.94 -0.02 -0.94  -0.135
N5 3.37 0.51 0.14  0.098
H25 1.77 3.09 -0.14  0.095
H26 1.00 2.75 2.58  0.093
H27 1.21 4.32 1.80  0.127
H28 3.17 3.73 3.13  0.119
H29 3.62 3.82 1.44  0.120
H30 2.82 1.15 2.64  0.043
H31 4.42 1.78 2.97  0.114
H32 6.07 2.09 1.34  0.116
H33 7.09 1.13 -0.72  0.109
H34 5.65 -0.31 -2.19  0.109
H35 3.29 -0.63 -1.56  0.092

Output
Energy above the lowest of the compared OMol25 structures with the same formula, charge and spin in kJ/mol: 68.68


# 2
Computed, not measured: 7 unconnected molecules or ions with the total composition C32H73BN10O11S, with ωB97M-V/def2-TZVPD.

Last column: Löwdin charge in e.
Atoms and positions in Å:
C1 -2.97 2.04 -0.33  -0.105
C2 -2.88 2.20 -1.92  -0.202
C3 -3.52 0.97 -2.67  -0.229
N1 -2.88 0.61 -3.92  -0.004
C4 -1.57 -0.03 -3.84  -0.339
B1 -0.48 1.07 -4.37  -0.516
O1 -0.84 1.98 -5.41  0.123
O2 0.81 1.20 -3.82  -0.026
C5 1.83 1.49 -4.80  -0.070
C6 -1.53 -1.21 -4.90  -0.049
C7 -0.68 -2.47 -4.53  -0.477
C8 -0.92 -3.51 -5.71  -0.018
C9 0.89 -2.20 -4.58  -0.105
C10 1.74 -3.27 -3.78  -0.154
C11 2.45 -2.54 -2.56  -0.165
C12 3.98 -2.23 -2.84  -0.179
N2 4.23 -0.78 -3.04  -0.007
C13 4.35 -0.06 -1.79  -0.496
N3 5.51 0.35 -1.40  0.137
N4 3.22 0.26 -0.96  0.098
O3 -1.09 -3.19 -3.34  -0.198
S1 -1.84 -2.25 -2.22  0.751
O4 -3.30 -2.30 -2.48  -0.310
O5 -1.55 -2.73 -0.85  -0.315
C14 -1.11 -0.58 -2.44  -0.101
H1 -2.99 3.06 0.13  0.079
H2 -3.90 1.50 -0.04  0.069
H3 -2.04 1.54 0.06  0.047
H4 -3.47 3.12 -2.16  0.102
H5 -1.80 2.36 -2.14  0.101
H6 -3.66 0.15 -1.92  0.098
H7 -4.57 1.29 -2.93  0.133
H8 -3.50 0.23 -4.62  0.075
H9 -1.02 1.50 -6.23  0.097
H10 2.10 2.57 -4.69  0.105
H11 2.74 0.91 -4.49  0.079
H12 1.56 1.21 -5.84  0.097
H13 -1.08 -0.80 -5.85  0.135
H14 -2.55 -1.58 -5.22  0.127
H15 -0.97 -2.94 -6.68  0.095
H16 -0.12 -4.28 -5.76  0.092
H17 -1.94 -3.97 -5.59  0.098
H18 1.18 -1.20 -4.20  0.091
H19 1.17 -2.31 -5.66  0.124
H20 2.57 -3.58 -4.46  0.104
H21 1.20 -4.19 -3.50  0.114
H22 2.41 -3.15 -1.62  0.115
H23 1.99 -1.56 -2.31  0.068
H24 4.64 -2.60 -2.00  0.118
H25 4.36 -2.74 -3.76  0.113
H26 5.07 -0.64 -3.61  0.054
H27 6.23 0.09 -2.07  0.020
H28 2.51 0.71 -1.55  0.076
H29 2.77 -0.61 -0.64  0.048
H30 -1.25 0.09 -1.57  0.114
H31 0.00 -0.76 -2.51  0.095
C15 6.62 0.43 -5.79  -0.324
O6 6.28 -0.56 -5.17  -0.007
N5 7.64 1.26 -5.44  -0.193
C16 7.99 2.42 -6.23  -0.054
C17 8.39 0.97 -4.23  -0.030
H32 6.12 0.74 -6.72  0.137
H33 9.03 2.32 -6.56  0.091
H34 7.89 3.31 -5.62  0.093
H35 7.34 2.50 -7.10  0.085
H36 8.85 -0.02 -4.32  0.098
H37 7.72 0.97 -3.37  0.074
H38 9.17 1.72 -4.08  0.091
C18 -5.46 -1.65 -4.86  -0.326
O7 -5.03 -0.78 -5.61  -0.005
N6 -6.49 -2.48 -5.14  -0.194
C19 -6.93 -3.49 -4.21  -0.050
C20 -7.16 -2.35 -6.42  -0.043
H39 -5.01 -1.83 -3.87  0.111
H40 -6.84 -4.48 -4.67  0.090
H41 -7.98 -3.31 -3.95  0.090
H42 -6.33 -3.47 -3.30  0.089
H43 -6.45 -2.51 -7.23  0.091
H44 -7.58 -1.35 -6.51  0.093
H45 -7.97 -3.09 -6.50  0.085
C21 -4.71 3.87 3.18  -0.366
O8 -4.26 4.90 3.64  -0.002
N7 -4.48 2.63 3.67  -0.187
C22 -5.06 1.45 3.06  -0.062
C23 -3.64 2.47 4.84  -0.057
H46 -5.36 3.87 2.29  0.126
H47 -5.69 0.94 3.79  0.088
H48 -4.26 0.78 2.74  0.081
H49 -5.67 1.72 2.20  0.077
H50 -4.07 3.03 5.67  0.093
H51 -2.65 2.88 4.62  0.088
H52 -3.55 1.42 5.11  0.051
C24 -0.63 0.44 2.59  -0.338
O9 -1.39 1.38 2.58  0.010
N8 0.66 0.48 2.15  -0.191
C25 1.51 -0.69 2.19  -0.052
C26 1.19 1.72 1.63  -0.042
H53 -0.93 -0.55 2.96  0.135
H54 2.38 -0.48 2.82  0.093
H55 1.84 -0.93 1.18  0.061
H56 0.98 -1.55 2.61  0.085
H57 1.13 2.49 2.40  0.093
H58 0.59 2.04 0.78  0.084
H59 2.23 1.59 1.32  0.074
C27 -1.90 0.46 7.08  -0.333
O10 -2.67 0.05 6.23  -0.007
N9 -0.87 -0.24 7.60  -0.193
C28 0.01 0.32 8.62  -0.060
C29 -0.63 -1.59 7.14  -0.040
H60 -2.00 1.47 7.50  0.138
H61 1.03 0.34 8.24  0.090
H62 -0.04 -0.29 9.51  0.062
H63 -0.29 1.34 8.87  0.087
H64 -0.44 -1.57 6.06  0.084
H65 -1.51 -2.20 7.33  0.094
H66 0.23 -2.02 7.65  0.088
C30 1.07 0.83 12.15  -0.335
O11 0.75 -0.14 11.49  -0.002
N10 2.32 1.33 12.25  -0.201
C31 2.62 2.50 13.06  -0.059
C32 3.40 0.68 11.52  -0.039
H67 0.33 1.40 12.74  0.135
H68 3.04 3.28 12.42  0.090
H69 3.35 2.23 13.82  0.090
H70 1.72 2.88 13.54  0.084
H71 3.17 0.69 10.45  0.089
H72 3.48 -0.36 11.85  0.094
H73 4.34 1.20 11.70  0.087

Output
SMILES: [H]/N=C(/N)NCCCC[C@]1(C)C[C@](NCCC)(B(O)OC)CS(=O)(=O)O1.CN(C)C=O.CN(C)C=O.CN(C)C=O.CN(C)C=O.CN(C)C=O.CN(C)C=O


Number 1: E_LUMO -0.0041 Ha, Kohn-Sham gap 7.720 eV, DFT total energy -2962.6863 a.u.. Number 2: E_LUMO 0.0128 Ha, Kohn-Sham gap 8.291 eV, DFT total energy -3061.3314 a.u..